Model P:
A 2-piece molecular cluster, C9H16N3 overall. Source: OMol25; level of theory: ωB97M-V/def2-TZVPD.

Properties
LUMO level ... -3.07 eV
Net charge ... +1
HOMO ... -0.4450 hartree
Kohn-Sham gap ... 0.332 Ha

Atoms and positions in Å:
C  2.3827  -0.9242  2.1969
C  0.7414  0.7393  1.4159
C  1.0641  -0.5349  1.6178
C  -0.5453  1.2701  1.4384
C  -0.0382  -1.4326  1.7472
C  -1.6412  0.3694  1.6615
C  -1.3773  -1.0485  1.6123
H  1.5647  1.5637  1.4138
H  -0.8839  2.3588  1.3056
H  2.7899  -0.1887  2.9021
H  3.1219  -0.9210  1.2685
H  0.0371  -2.4521  1.9614
H  -2.5691  0.8558  1.5256
H  -2.2031  -1.7191  1.5108
H  2.4960  -1.9479  2.5516
C  -1.9990  -0.2373  -1.9761
C  0.2948  0.4450  -2.0576
N  -0.5919  -0.5591  -2.3303
N  -0.0149  1.5354  -1.3220
N  1.5346  0.2123  -2.6571
H  -0.4412  -1.5533  -2.5322
H  -0.9645  1.8178  -0.9314
H  0.8676  2.1166  -1.0268
H  1.9090  0.9792  -3.2279
H  1.8652  -0.6561  -2.6319
H  -2.7022  -1.1098  -1.8105
H  -2.4457  0.1662  -2.9535
H  -2.2283  0.4914  -1.0979

---

Model Q:
A 2-piece molecular cluster, C9H16N3 overall. Source: OMol25; level of theory: ωB97M-V/def2-TZVPD.

Properties
LUMO level ... -3.15 eV
Net charge ... +1
HOMO ... -0.4383 hartree
Kohn-Sham gap ... 0.323 Ha

Atoms and positions in Å:
C  1.7405  -1.6095  3.0591
C  2.0256  -0.0673  1.1823
N  1.9360  -1.3400  1.6110
N  2.1546  0.9994  1.9871
N  2.0365  0.1033  -0.1451
H  2.4174  -2.0263  0.9942
H  2.8196  1.0008  2.7574
H  1.5800  1.8311  1.9178
H  1.3660  -0.3553  -0.7526
H  2.2344  1.0242  -0.5002
H  2.7176  -1.3917  3.5161
H  1.1199  -2.5322  3.1764
H  1.0490  -0.8057  3.3789
C  -2.5604  -1.4759  -2.3985
C  -1.2894  0.9697  0.1178
C  -1.0450  2.1211  -0.6103
C  -1.7206  -0.2380  -0.4326
C  -1.8572  -0.3237  -1.7820
C  -0.9825  2.0298  -1.9889
C  -1.3529  0.7670  -2.5713
H  -1.3149  0.9853  1.2137
H  -1.0182  3.0515  -0.0392
H  -1.7710  -0.9690  0.3713
H  -0.8147  2.9044  -2.6776
H  -3.0223  -1.3968  -3.4072
H  -3.3468  -1.7452  -1.7250
H  -1.3114  0.7661  -3.6442
H  -1.7898  -2.2771  -2.6086

---

Which of them is most stable, and which least? Most stable: model Q; least stable: model P.

---

Model P:
A 2-piece molecular cluster, C2H9N2 overall. Source: OMol25; level of theory: ωB97M-V/def2-TZVPD.

Properties
LUMO level ... -3.93 eV
Net charge ... +1
HOMO ... -0.4747 hartree
Kohn-Sham gap ... 0.330 Ha

Atoms and positions in Å:
N  1.1713  1.4447  -0.7079
H  0.6292  1.9378  -1.4198
H  1.2416  2.0430  0.1226
H  0.7298  0.5099  -0.4295
H  2.1309  1.2745  -1.0251
C  -0.1831  -1.2573  -0.5587
C  -0.4007  -1.0198  0.7407
N  -1.5927  -0.5818  1.2871
H  -0.9402  -1.0397  -1.3000
H  0.6851  -1.8103  -0.8785
H  0.3448  -1.2427  1.4799
H  -2.2884  -0.2931  0.6106
H  -1.5275  0.0349  2.0785

---

Model Q:
A 2-piece molecular cluster, C2H9N2 overall. Source: OMol25; level of theory: ωB97M-V/def2-TZVPD.

Properties
LUMO level ... -4.34 eV
Net charge ... +1
HOMO ... -0.5502 hartree
Kohn-Sham gap ... 0.391 Ha

Atoms and positions in Å:
N  0.3557  -2.1754  0.7171
H  1.0206  -2.4018  1.4239
H  0.4478  -2.8983  0.0050
H  -0.5592  -2.1829  1.1121
H  0.0214  -0.4519  -0.1924
C  -1.1238  1.3684  0.1397
C  0.9694  1.0144  -0.9679
N  0.1025  0.5855  -0.2574
H  -1.9981  0.7308  -0.0964
H  -0.9857  2.4208  -0.3991
H  -0.8727  1.5322  1.2318
H  1.7365  0.4325  -1.3897
H  0.8857  2.0257  -1.3267

---

Which of them is most stable, and which least? Most stable: model P; least stable: model Q.

---

Model P:
A 2-piece molecular cluster, C3H5NO overall. Source: OMol25; level of theory: ωB97M-V/def2-TZVPD.

Properties
LUMO level ... -0.12 eV
HOMO ... -0.3725 hartree
Kohn-Sham gap ... 0.368 Ha

Atoms and positions in Å:
C  -0.8015  0.1686  -0.0062
C  -2.1314  0.5285  0.1742
C  1.9346  -0.3262  -0.1544
N  -1.3918  -0.8747  0.1281
O  1.0295  0.7217  -0.1868
H  -2.5382  0.6612  1.0892
H  -2.7066  0.7135  -0.6371
H  1.9723  -0.7570  -1.0940
H  1.7749  -0.9875  0.6200
H  2.8582  0.1520  0.0671

---

Model Q:
The molecule C3H5NO. Source: OMol25; level of theory: ωB97M-V/def2-TZVPD.

Properties
LUMO level ... 0.71 eV
HOMO ... -0.3165 hartree
Kohn-Sham gap ... 0.343 Ha

Atoms and positions in Å:
O  -0.9572  0.1428  -2.0813
C  -0.5535  0.5291  -1.0089
C  -0.8380  -0.1566  0.3547
N  0.5467  -0.3575  0.7783
C  1.3464  -0.1928  -0.2359
H  -1.4030  0.4853  1.0457
H  -1.3621  -1.1055  0.2174
H  0.7947  -0.5409  1.7518
H  -0.1264  1.5397  -0.8436
H  2.4073  -0.3048  -0.0028

---

Which of them is most stable, and which least? Most stable: model Q; least stable: model P.

---

Model P:
The molecule C3H5NO. Source: OMol25; level of theory: ωB97M-V/def2-TZVPD.

Properties
LUMO level ... 1.00 eV
SMILES ... C1=NCCO1
HOMO ... -0.3569 hartree
Kohn-Sham gap ... 0.394 Ha

Atoms and positions in Å:
C  1.4083  -0.0162  -0.1898
N  0.8667  1.0861  0.1179
C  -0.5739  0.8766  0.0627
C  -0.6599  -0.7684  -0.0530
O  0.6587  -1.1048  -0.4716
H  2.4734  -0.1885  -0.2705
H  -0.9820  1.7150  -0.5584
H  -1.0734  0.9074  1.0123
H  -0.7491  -1.1349  0.9918
H  -1.3689  -1.3723  -0.6413

---

Model Q:
The molecule C3H5NO. Source: OMol25; level of theory: ωB97M-V/def2-TZVPD.

Properties
LUMO level ... 0.36 eV
SMILES ... N/C=C\C=O
HOMO ... -0.3304 hartree
Kohn-Sham gap ... 0.343 Ha

Atoms and positions in Å:
N  1.2993  -0.9632  -0.1460
C  0.9722  0.4885  -0.0574
C  -0.3555  0.9233  -0.1320
C  -1.5952  0.0844  -0.0189
O  -1.6524  -1.1044  -0.1492
H  0.4347  -1.3789  0.3570
H  2.2004  -1.3914  0.2319
H  1.9345  0.9098  -0.2247
H  -0.6736  1.9042  0.0158
H  -2.5644  0.5277  0.1236

---

Which of them is most stable, and which least? Most stable: model P; least stable: model Q.

---

Model P:
The molecule C3H5NO. Source: OMol25; level of theory: ωB97M-V/def2-TZVPD.

Properties
LUMO level (alpha / beta) ... -0.12 / -0.50 eV
SMILES ... C=C[N+](=C)[O-]
HOMO (alpha / beta) ... -0.3472 / -0.2940 hartree
Kohn-Sham gap (alpha / beta) ... 0.343 / 0.276 Ha

Atoms and positions in Å:
C  1.8761  -0.2705  -0.0569
C  0.6962  0.3383  0.1772
N  -0.4552  -0.4333  -0.0620
C  -1.9387  0.4116  -0.1462
O  -0.4818  -1.6295  -0.2288
H  2.8037  0.1104  0.2519
H  1.7114  -1.3167  -0.5420
H  0.3934  1.3077  0.3991
H  -2.8867  -0.0029  0.3641
H  -1.7183  1.4850  -0.1565

---

Model Q:
The molecule C3H5NO. Source: OMol25; level of theory: ωB97M-V/def2-TZVPD.

Properties
LUMO level ... 0.73 eV
SMILES ... COCC#N
HOMO ... -0.3948 hartree
Kohn-Sham gap ... 0.422 Ha

Atoms and positions in Å:
C  -1.4237  -0.2467  0.6099
O  0.0223  -0.2963  0.6934
C  0.6778  0.2687  -0.4356
C  2.1226  -0.0623  -0.4282
N  3.2696  -0.2662  -0.4885
H  -1.8570  -0.8782  1.3954
H  -1.7801  0.7720  0.7739
H  -1.8069  -0.5876  -0.3455
H  0.2005  -0.0603  -1.3670
H  0.5748  1.3568  -0.4078

---

Model R:
The molecule C3H5NO. Source: OMol25; level of theory: ωB97M-V/def2-TZVPD.

Properties
LUMO level ... 0.30 eV
HOMO ... -0.3222 hartree
Kohn-Sham gap ... 0.333 Ha

Atoms and positions in Å:
C  -0.9233  0.0587  0.6465
C  0.6765  0.2119  -0.3356
C  1.3843  -0.5433  -1.1711
O  -1.6331  0.9888  1.3764
N  -0.9708  0.1171  -0.6442
H  -2.4320  0.6441  1.7970
H  -0.6769  -0.8564  1.2202
H  1.2050  0.8653  0.3541
H  2.4625  -0.4578  -1.2282
H  0.9078  -1.0285  -2.0153

---

Model S:
The molecule C3H5NO. Source: OMol25; level of theory: ωB97M-V/def2-TZVPD.

Properties
LUMO level ... 0.78 eV
SMILES ... COCC#N
HOMO ... -0.4050 hartree
Kohn-Sham gap ... 0.434 Ha

Atoms and positions in Å:
C  -1.0249  -0.7684  -0.0210
O  -0.8011  0.4441  -0.5870
C  0.2860  0.9617  -0.0035
C  1.5423  0.1315  -0.0987
N  2.4963  -0.5206  -0.2720
H  -1.5726  -0.7003  1.0083
H  -1.7681  -1.4314  -0.6054
H  0.0578  -1.3261  -0.1011
H  0.2549  1.2275  1.0829
H  0.5293  1.9819  -0.4025

---

Which of them is most stable, and which least? Most stable: model Q; least stable: model P.

---

Model P:
The molecule C3H5NO. Source: OMol25; level of theory: ωB97M-V/def2-TZVPD.

Properties
LUMO level ... 0.57 eV
SMILES ... O=C1CNC1
HOMO ... -0.3601 hartree
Kohn-Sham gap ... 0.381 Ha

Atoms and positions in Å:
O  -1.8950  -0.0547  0.1240
C  -0.7199  0.0450  -0.1522
C  0.3827  1.0892  -0.0940
N  1.6230  0.0046  -0.0312
C  0.3822  -1.0804  -0.0694
H  0.3614  1.9748  -0.7074
H  0.1700  1.6844  0.8941
H  2.1082  -0.0726  1.0709
H  0.3716  -1.7580  0.8902
H  0.5181  -1.7467  -1.0275

---

Model Q:
The molecule C3H5NO. Source: OMol25; level of theory: ωB97M-V/def2-TZVPD.

Properties
LUMO level ... 0.97 eV
SMILES ... C=C[C@H]1NO1
HOMO ... -0.3443 hartree
Kohn-Sham gap ... 0.380 Ha

Atoms and positions in Å:
C  1.5848  0.6363  -0.0432
C  0.6937  -0.2270  -0.3996
C  -0.6134  -0.6601  0.0963
N  -1.4583  0.2746  0.7256
O  -1.8449  0.0606  -0.6722
H  2.5035  0.8463  -0.5802
H  1.4523  1.4297  0.7133
H  0.9179  -0.5631  -1.3978
H  -0.9385  -1.7312  0.2257
H  -2.2971  -0.0660  1.3321

---

Which of them is most stable, and which least? Most stable: model P; least stable: model Q.

---

Model P:
The molecule C3H5NO. Source: OMol25; level of theory: ωB97M-V/def2-TZVPD.

Properties
LUMO level ... 0.33 eV
SMILES ... COCC#N
HOMO ... -0.3908 hartree
Kohn-Sham gap ... 0.403 Ha

Atoms and positions in Å:
C  0.7843  -1.0480  -0.4679
O  -0.4655  -0.7695  0.3130
C  -0.4911  0.5567  0.9485
C  -0.9887  1.6833  -0.0111
N  -1.3978  2.0087  -1.1846
H  1.7679  -0.7574  -0.1105
H  0.5702  -2.2390  -0.6204
H  0.4786  -0.7637  -1.5466
H  0.6485  0.7965  0.7753
H  -0.9064  0.5323  1.9042

---

Model Q:
The molecule C3H5NO. Source: OMol25; level of theory: ωB97M-V/def2-TZVPD.

Properties
LUMO level ... 0.98 eV
SMILES ... C1=NOCC1
HOMO ... -0.3471 hartree
Kohn-Sham gap ... 0.383 Ha

Atoms and positions in Å:
C  1.0640  -0.6684  0.0369
N  0.2117  -1.6586  0.0170
O  -1.1073  -1.1500  -0.1751
C  -1.0678  0.2139  0.0949
C  0.4038  0.6325  -0.1488
H  2.0997  -0.7704  -0.0443
H  -1.2402  0.3450  1.2634
H  -1.8100  0.7139  -0.5768
H  0.8732  1.2960  0.6084
H  0.5729  1.0461  -1.0757

---

Model R:
A 2-piece molecular cluster, C3H5NO overall. Source: OMol25; level of theory: ωB97M-V/def2-TZVPD.

Properties
LUMO level (alpha / beta) ... -0.69 / -0.74 eV
HOMO (alpha / beta) ... -0.3406 / -0.3392 hartree
Kohn-Sham gap (alpha / beta) ... 0.315 / 0.312 Ha

Atoms and positions in Å:
C  -0.8310  0.7826  -1.2557
C  0.4411  -1.3990  0.6431
C  -0.3983  0.7851  -0.0035
N  0.3961  -0.1343  0.5426
O  2.1456  0.6672  1.4776
H  -1.5455  1.6099  -1.5680
H  -0.3901  -0.1692  -1.8427
H  1.3004  -1.7539  1.1378
H  -0.3637  -1.9971  0.2293
H  -0.7544  1.6089  0.6394

---

Model S:
The molecule C3H5NO. Source: OMol25; level of theory: ωB97M-V/def2-TZVPD.

Properties
LUMO level ... 0.82 eV
SMILES ... O=CN1CC1
HOMO ... -0.3540 hartree
Kohn-Sham gap ... 0.384 Ha

Atoms and positions in Å:
O  -0.6575  -1.4406  1.4073
C  -1.2661  -0.6315  0.6977
N  -0.6325  0.2938  -0.3166
C  0.6717  -0.2251  -0.9070
C  0.6798  0.9851  0.1018
H  -2.2994  -0.5874  0.7391
H  0.8951  -1.3330  -0.5854
H  0.5544  0.1688  -1.8854
H  1.0052  1.9336  -0.4925
H  1.0493  0.8364  1.2410

---

Which of them is most stable, and which least? Most stable: model Q; least stable: model R.

---

Model P:
C3H5NO as an isolated structure. Source: OMol25; level of theory: ωB97M-V/def2-TZVPD.

Properties
LUMO level ... 0.86 eV
HOMO ... -0.2921 hartree
Kohn-Sham gap ... 0.324 Ha

Atoms and positions in Å:
O  -1.0257  0.3369  0.7788
C  -0.6229  1.5591  0.9309
C  0.1106  0.2868  -0.4291
C  0.9194  -0.8876  -0.1441
N  -0.1778  -0.9037  -1.1292
H  -1.3276  2.1577  1.5329
H  0.4681  1.1297  -1.0478
H  1.9108  -1.0075  -0.5697
H  0.7607  -1.3401  0.8288
H  -1.0156  -1.3312  -0.7514

---

Model Q:
The molecule C3H5NO. Source: OMol25; level of theory: ωB97M-V/def2-TZVPD.

Properties
LUMO level ... 0.89 eV
SMILES ... [H]/N=C/[C@@H]1CO1
HOMO ... -0.3477 hartree
Kohn-Sham gap ... 0.380 Ha

Atoms and positions in Å:
H  2.7683  0.2260  0.5291
N  2.1827  -0.1356  -0.1437
C  1.0119  -0.1581  0.3443
C  -0.1744  -0.6277  -0.2723
C  -1.5151  0.4152  -0.1181
O  -1.3945  -0.8432  0.3297
H  0.9231  0.3531  1.2995
H  -0.2424  -1.0571  -1.3764
H  -1.6205  1.2600  0.5533
H  -1.9392  0.5674  -1.1455

---

Which of them is most stable, and which least? Most stable: model Q; least stable: model P.